Entry from the Open Molecules 2025 dataset: a cluster of 12 separate species, C41H89ClFNO24S5 in total at a distorted geometry (ωB97M-V/def2-TZVPD).

CARTESIAN COORDINATES (ANGSTROEM)
C (-19.85709, -1.16016, -3.85271)
C (-19.27317, -1.50285, -2.52590)
C (-18.98914, -0.31448, -1.68298)
O (-18.44340, -0.68066, -0.45908)
C (-17.82129, 0.41277, 0.21507)
N (-20.10390, -2.52399, -1.77375)
H (-19.52524, -3.05564, -1.10271)
H (-20.81907, -2.08397, -1.16322)
H (-20.57285, -3.18711, -2.40313)
H (-20.71784, -0.49699, -3.77627)
H (-20.08694, -2.04563, -4.46242)
H (-19.12082, -0.69001, -4.50985)
H (-18.32790, -2.03832, -2.65809)
H (-19.87399, 0.32828, -1.56597)
H (-18.26057, 0.29700, -2.23996)
H (-17.08042, 0.94185, -0.40534)
H (-17.31338, 0.01476, 1.08725)
H (-18.56077, 1.17406, 0.51003)
Cl (-16.04635, 3.89323, -1.79674)
O (-16.91494, 5.04364, -1.81950)
O (-16.43215, 2.93992, -2.81979)
O (-14.67252, 4.29869, -1.98751)
O (-16.12526, 3.21907, -0.50422)
C (-19.97164, 4.67110, -5.34520)
C (-20.15494, 4.80588, -6.86000)
C (-18.73364, 5.28258, -7.29036)
O (-17.88571, 5.15996, -6.12963)
C (-18.50322, 4.28015, -5.21950)
H (-20.66570, 3.98169, -4.85313)
H (-20.14634, 5.62582, -4.83854)
H (-20.94141, 5.53621, -7.02941)
H (-20.37704, 3.84342, -7.31123)
H (-18.66163, 6.34468, -7.53988)
H (-18.38944, 4.67271, -8.13489)
H (-18.13487, 4.35770, -4.19588)
H (-18.35118, 3.21993, -5.49237)
C (-20.04047, 6.58030, 2.24675)
C (-18.55928, 6.81244, 1.93328)
C (-17.97460, 5.41620, 1.63762)
O (-19.15553, 4.55936, 1.52759)
C (-20.11192, 5.07644, 2.48506)
H (-20.70854, 6.94974, 1.46869)
H (-20.37069, 7.09344, 3.16223)
H (-18.11004, 7.32462, 2.78606)
H (-18.46084, 7.44944, 1.06016)
H (-17.32153, 5.03029, 2.42759)
H (-17.47033, 5.39337, 0.67568)
H (-19.83632, 4.67668, 3.47073)
H (-21.09600, 4.65343, 2.25083)
C (-20.93701, 7.30919, -2.84543)
C (-19.43601, 7.24944, -2.93008)
C (-19.07295, 7.55244, -1.47158)
O (-19.92753, 8.66268, -1.16083)
C (-21.10672, 8.57583, -1.94734)
H (-21.38387, 6.45785, -2.33054)
H (-21.47294, 7.48308, -3.78023)
H (-19.01609, 8.08524, -3.49125)
H (-19.00181, 6.29727, -3.24660)
H (-18.02801, 7.83256, -1.33068)
H (-19.28798, 6.73769, -0.76442)
H (-21.09065, 9.44817, -2.60926)
H (-22.03470, 8.50222, -1.38168)
C (-14.76916, 6.81648, 2.15122)
C (-13.65948, 7.89186, 2.22785)
C (-13.26498, 8.04427, 0.76187)
O (-13.48274, 6.75652, 0.20378)
C (-14.77820, 6.38752, 0.67483)
H (-15.73777, 7.25573, 2.38951)
H (-14.53484, 5.97266, 2.79480)
H (-12.86204, 7.58920, 2.90196)
H (-14.06608, 8.84175, 2.59287)
H (-12.24947, 8.41334, 0.60760)
H (-13.90900, 8.78773, 0.25259)
H (-14.86149, 5.31140, 0.55302)
H (-15.49536, 6.89190, 0.01891)
O (-21.22586, 2.23388, -3.06569)
S (-21.24230, 3.07614, -1.91542)
O (-22.18784, 4.14156, -1.85495)
O (-21.44357, 2.13819, -0.63689)
C (-21.95374, 2.75611, 0.56904)
C (-22.12801, 1.61109, 1.54504)
C (-19.58280, 3.62024, -1.57978)
H (-22.92608, 3.16671, 0.30263)
H (-21.24258, 3.50500, 0.90670)
H (-22.61020, 0.75415, 1.08065)
H (-22.64230, 1.89021, 2.46847)
H (-21.15972, 1.25816, 1.93275)
H (-19.36112, 4.26245, -2.42002)
H (-19.00610, 2.70207, -1.54366)
H (-19.56710, 4.10177, -0.60290)
O (-9.36414, 5.49940, -2.22024)
S (-10.31095, 5.80885, -1.19385)
O (-9.95888, 5.72502, 0.18895)
O (-10.86066, 7.29216, -1.48497)
C (-9.87439, 8.25761, -1.85935)
C (-10.60208, 9.40332, -2.53793)
C (-11.82556, 4.95454, -1.52106)
H (-9.14881, 7.84760, -2.55747)
H (-9.36947, 8.57652, -0.94556)
H (-9.86313, 10.08614, -2.95485)
H (-11.27326, 9.93366, -1.87041)
H (-11.19508, 8.97371, -3.34634)
H (-11.79411, 4.79137, -2.59435)
H (-12.64866, 5.56880, -1.18285)
H (-11.73135, 3.95547, -1.10182)
O (-16.44077, 3.55318, 4.86512)
S (-16.13850, 2.20098, 4.51189)
O (-15.13706, 1.51806, 5.25352)
O (-17.46370, 1.28563, 4.54262)
C (-18.67963, 1.99382, 4.30819)
C (-19.79976, 0.97637, 4.18136)
C (-15.80279, 2.10480, 2.75694)
H (-18.65304, 2.60054, 3.38828)
H (-18.91114, 2.72809, 5.08797)
H (-19.87820, 0.34020, 5.06298)
H (-19.63204, 0.39282, 3.27307)
H (-20.77505, 1.46218, 4.10026)
H (-15.43426, 1.09424, 2.63313)
H (-15.07398, 2.87892, 2.54107)
H (-16.71237, 2.33069, 2.20767)
O (-13.66065, 10.16925, -2.80139)
S (-14.75760, 9.26918, -2.77867)
O (-15.82708, 9.43212, -1.84668)
O (-15.37320, 9.28067, -4.25241)
C (-16.59573, 8.56027, -4.42104)
C (-16.70309, 8.11413, -5.85434)
C (-14.17050, 7.58949, -2.71321)
H (-17.46515, 9.16175, -4.14361)
H (-16.62979, 7.67273, -3.77375)
H (-15.79105, 7.64643, -6.22372)
H (-16.86286, 8.96577, -6.52648)
H (-17.58240, 7.47734, -5.96561)
H (-14.94744, 6.95869, -2.28006)
H (-13.31644, 7.53869, -2.04441)
H (-13.93826, 7.23803, -3.71499)
O (-12.58073, 6.01870, -5.20667)
S (-13.21944, 4.84907, -5.69971)
O (-13.02452, 4.48442, -7.06735)
O (-12.77213, 3.60788, -4.81832)
C (-13.13373, 2.28591, -5.21594)
C (-12.06939, 1.63307, -6.10320)
C (-14.95842, 4.91538, -5.36232)
H (-14.04402, 2.28929, -5.82296)
H (-13.28886, 1.67205, -4.33530)
H (-11.97670, 2.25315, -6.99536)
H (-12.40372, 0.63622, -6.37059)
H (-11.09074, 1.69352, -5.62681)
H (-15.11196, 4.86689, -4.28451)
H (-15.36200, 3.99587, -5.77598)
H (-15.38820, 5.79017, -5.82469)
F (-13.68492, -0.87812, -3.71434)
C (-12.93214, -0.27228, -2.75189)
C (-13.46589, 0.75990, -2.02097)
C (-12.68374, 1.45316, -1.12110)
C (-11.36966, 1.08735, -0.94168)
C (-10.81685, 0.08455, -1.72751)
C (-11.59910, -0.61554, -2.62368)
H (-14.47567, 1.11787, -2.20758)
H (-13.11840, 2.30422, -0.61600)
H (-10.72602, 1.67619, -0.29954)
H (-9.74940, -0.09656, -1.72656)
H (-11.17824, -1.43649, -3.19398)

Force components x, y, z for each atom (eV/Å):
C -0.341 -0.191 -1.215
C 1.278 -0.838 -0.203
C 0.185 1.467 -0.022
O 0.092 -0.555 0.364
C 0.086 0.586 -0.042
N -0.742 -0.152 1.171
H -0.025 0.294 -0.436
H 0.233 -0.023 -0.603
H 0.177 0.246 0.144
H -0.070 -0.019 -0.046
H -0.345 -0.036 0.438
H 0.104 0.364 0.511
H -0.030 0.045 -0.099
H -0.157 -0.147 0.065
H -0.124 -0.070 -0.125
H -0.159 -0.331 -0.073
H -0.119 -0.080 0.084
H 0.001 -0.250 0.065
Cl 0.957 -0.912 0.822
O -0.126 0.049 -0.119
O -0.165 0.248 -0.095
O -0.419 0.091 -0.336
O -0.401 0.288 -0.192
C -0.361 -0.457 0.536
C 0.653 0.554 0.769
C -0.338 0.142 0.389
O 0.353 -0.325 -0.340
C -0.994 -0.450 0.188
H 0.129 -0.183 -0.313
H 0.208 -0.002 -0.302
H -0.022 -0.086 -0.531
H -0.208 0.014 -0.105
H -0.271 -0.176 -0.314
H 0.284 0.131 0.227
H 0.451 0.489 -0.227
H -0.018 0.156 -0.182
C -0.322 0.031 1.404
C 0.036 0.287 0.167
C -0.980 0.045 0.000
O 0.078 -0.074 0.353
C 0.166 -0.477 -1.196
H 0.067 -0.438 -0.246
H 0.258 0.077 -0.211
H 0.316 -0.200 -0.158
H 0.113 0.161 0.074
H -0.049 0.095 -0.008
H 0.085 -0.216 0.002
H 0.065 0.700 0.151
H 0.223 0.186 0.060
C -0.696 1.074 0.339
C 0.692 -0.585 0.995
C -0.216 0.215 -0.104
O 0.112 -0.158 0.682
C 0.433 -0.602 -1.256
H 0.216 -0.196 -0.166
H 0.124 -0.221 -0.091
H -0.217 -0.242 -0.329
H -0.027 0.229 -0.141
H -0.056 0.249 -0.037
H -0.057 -0.231 -0.371
H -0.445 0.127 0.222
H 0.139 0.296 0.344
C -0.367 0.442 -0.401
C -0.766 0.473 -0.047
C 0.190 0.481 0.051
O 0.334 0.296 -0.023
C 0.891 -0.222 -0.013
H -0.003 -0.226 0.365
H -0.218 -0.029 0.099
H 0.225 -0.044 -0.268
H 0.127 -0.153 0.094
H 0.109 -0.588 -0.075
H -0.105 -0.264 0.220
H -0.155 -0.073 -0.120
H -0.407 0.058 0.389
O -0.027 -0.768 -0.188
S 0.890 0.434 0.848
O -0.194 0.272 0.063
O -0.078 -0.454 -0.533
C -0.585 -0.729 -0.104
C 0.980 -0.162 0.787
C -1.235 -0.330 -0.145
H 0.125 0.388 0.192
H -0.166 -0.039 -0.093
H -0.282 0.127 -0.042
H -0.361 0.196 -0.349
H -0.127 0.107 -0.515
H 0.529 0.197 0.069
H 0.374 0.140 -0.244
H 0.101 0.265 -0.120
O 0.543 -0.252 0.125
S -1.209 0.369 -0.293
O 0.298 -0.112 0.153
O 0.022 -0.651 -0.032
C 0.064 0.957 0.025
C 0.122 -0.492 0.014
C 1.050 -0.247 -0.608
H -0.015 -0.343 0.099
H 0.155 0.043 -0.055
H -0.071 0.120 -0.012
H -0.013 0.061 0.064
H -0.003 0.217 -0.083
H -0.366 0.288 -0.214
H -0.071 -0.332 0.169
H -0.201 0.227 0.460
O -0.509 0.033 -0.070
S 0.203 0.247 -0.677
O -0.025 -0.479 -0.083
O 0.328 0.496 0.428
C -1.415 0.598 -0.287
C 0.046 0.058 0.060
C -0.022 0.291 0.973
H 0.376 -0.292 0.001
H 0.410 -0.358 0.235
H 0.287 -0.156 -0.101
H -0.100 -0.251 0.225
H 0.216 0.205 -0.098
H 0.110 -0.029 -0.465
H 0.263 -0.136 -0.120
H -0.058 -0.114 -0.070
O 0.168 0.411 -0.073
S 0.050 -1.227 -0.545
O -0.285 0.173 0.424
O 0.049 0.482 0.175
C -0.462 -0.736 -0.070
C -0.297 0.807 -0.694
C -0.351 -0.040 0.324
H 0.347 0.285 0.044
H 0.233 0.153 0.027
H -0.132 -0.236 0.211
H 0.046 0.082 0.213
H 0.331 -0.210 0.059
H -0.070 0.083 -0.069
H 0.144 0.142 -0.141
H 0.285 0.178 0.022
O 0.309 0.076 0.602
S -0.692 -0.487 -0.396
O -0.114 -0.014 -0.459
O 0.302 0.558 0.719
C 0.135 -1.007 -1.262
C -0.022 1.345 0.138
C 0.502 -0.683 0.305
H -0.171 0.193 0.350
H -0.103 0.485 0.250
H -0.088 -0.233 -0.181
H 0.275 -0.226 0.075
H -0.039 -0.541 0.165
H 0.114 0.320 -0.032
H -0.260 0.144 -0.207
H -0.058 -0.005 -0.087
F 0.068 0.017 0.370
C 0.365 0.030 -0.191
C -1.066 0.298 -0.306
C -0.139 -0.097 0.214
C 0.754 0.427 -0.154
C 0.138 0.164 0.032
C -0.134 -0.588 -0.187
H 0.015 -0.222 -0.035
H -0.013 -0.025 0.129
H -0.024 -0.094 0.106
H -0.049 -0.139 0.298
H -0.087 0.181 -0.154

Spin multiplicity = 1
HOMO energy = -9.261 eV
Maximum force = 0.0315 hartree/bohr